Computed, not measured: a cluster of 8 separate species, C18H57N4O8 in total at a distorted geometry, with ωB97M-V/def2-TZVPD.

The value obtained for the total energy is -1540.54798 Eh. Its LUMO energy (alpha / beta) is -0.0231 / -0.0191 Ha. As for the spin multiplicity: 2. Its total charge is 0. The value obtained for the HOMO energy (alpha / beta) is -0.1376 / -0.3299 Ha. For the molar mass, the calculation gives 457.67 g mol⁻¹.

Each line ends with the Löwdin charge.
Positions of all 87 atoms, in Å:
O (-0.900, 3.561, 1.654)  0.106
H (-1.410, 2.816, 1.327)  0.017
H (-0.387, 3.400, 2.449)  0.072
H (-1.498, 4.292, 1.828)  0.050
O (-3.495, 1.728, -1.560)  0.253
H (-3.126, 1.622, -2.440)  0.141
H (-3.748, 2.649, -1.467)  0.112
H (-2.816, 1.534, -0.909)  0.036
C (0.403, 1.104, 0.353)  -0.116
C (-0.965, 0.487, 0.305)  -0.421
O (-1.990, 1.406, 0.579)  -0.401
H (1.143, 0.384, 0.002)  0.038
H (0.842, 1.324, 1.326)  0.048
H (0.516, 1.925, -0.355)  0.065
H (-0.910, -0.285, 1.073)  0.089
H (-1.194, -0.034, -0.625)  0.096
C (1.159, 4.419, -5.592)  -0.049
C (0.614, 4.197, -4.145)  -0.457
C (1.425, 4.530, -2.996)  -0.249
O (1.922, 5.875, -2.980)  -0.185
C (2.784, 6.189, -1.842)  -0.081
N (-0.608, 4.977, -4.204)  0.032
H (2.198, 4.089, -5.628)  0.069
H (1.179, 5.485, -5.820)  0.074
H (0.647, 3.841, -6.361)  0.074
H (0.380, 3.146, -3.981)  0.124
H (2.327, 3.922, -2.927)  0.123
H (0.944, 4.249, -2.060)  0.111
H (2.487, 5.699, -0.915)  0.068
H (2.702, 7.241, -1.565)  0.087
H (3.764, 5.734, -1.987)  0.084
H (-0.350, 5.928, -4.425)  0.066
H (-0.859, 5.073, -3.231)  0.048
C (3.087, -4.002, 4.028)  -0.060
C (1.841, -3.834, 3.172)  -0.466
C (1.468, -2.447, 2.666)  -0.194
O (2.499, -1.999, 1.779)  -0.238
C (2.884, -0.703, 2.142)  -0.108
N (2.012, -4.704, 2.053)  0.056
H (4.094, -3.841, 3.643)  0.079
H (3.065, -5.042, 4.352)  0.079
H (2.982, -3.351, 4.896)  0.076
H (1.023, -4.105, 3.839)  0.127
H (1.230, -1.764, 3.482)  0.122
H (0.594, -2.468, 2.014)  0.118
H (3.459, -0.347, 1.287)  0.094
H (3.507, -0.835, 3.026)  0.095
H (2.020, -0.097, 2.413)  0.068
H (2.638, -4.052, 1.602)  0.060
H (1.191, -4.563, 1.483)  0.070
C (-3.607, -3.804, 5.999)  -0.086
C (-2.895, -3.752, 4.652)  -0.363
C (-3.865, -3.150, 3.537)  -0.150
O (-2.983, -2.929, 2.387)  -0.210
C (-3.559, -2.172, 1.360)  -0.121
N (-1.620, -2.893, 4.817)  0.040
H (-4.571, -4.306, 6.076)  0.079
H (-3.599, -2.777, 6.366)  0.075
H (-2.936, -4.392, 6.624)  0.072
H (-2.535, -4.747, 4.390)  0.126
H (-4.406, -2.320, 3.993)  0.117
H (-4.667, -3.843, 3.280)  0.114
H (-4.239, -2.837, 0.827)  0.085
H (-2.788, -1.895, 0.641)  0.077
H (-4.061, -1.294, 1.765)  0.058
H (-1.071, -2.793, 3.975)  0.026
H (-1.733, -1.967, 5.204)  0.058
C (1.598, 0.227, -5.667)  -0.056
C (1.138, -0.850, -4.648)  -0.433
C (1.824, -0.781, -3.232)  -0.209
O (1.375, -1.749, -2.351)  -0.191
C (2.092, -1.892, -1.135)  -0.092
N (-0.274, -0.695, -4.524)  0.032
H (1.572, 1.211, -5.200)  0.058
H (1.033, 0.218, -6.599)  0.078
H (2.656, 0.041, -5.856)  0.076
H (1.473, -1.759, -5.147)  0.128
H (1.572, 0.168, -2.759)  0.114
H (2.911, -0.827, -3.296)  0.123
H (2.966, -2.462, -1.451)  0.096
H (1.574, -2.520, -0.411)  0.081
H (2.433, -0.976, -0.651)  0.058
H (-0.670, -1.553, -4.168)  0.073
H (-0.623, -0.661, -5.472)  0.065
O (-4.234, 0.881, 2.327)  -0.094
H (-4.733, 0.603, 1.559)  0.014
H (-3.323, 0.889, 2.032)  -0.018

Computed, not measured: a structure of composition C31H60AsF3MgN7OS3Si3, with ωB97M-V/def2-TZVPD.

The value obtained for the total energy is -6474.39975 Eh. Its LUMO energy is -0.0952 Ha. Its total charge is +1. The value obtained for the HOMO energy is -0.3734 Ha. For the molar mass, the calculation gives 883.55 g mol⁻¹.

Each line ends with the Löwdin charge.
Positions of all 110 atoms, in Å:
Mg (-0.043, 0.080, -0.576)  0.153
C (3.582, 0.192, 4.031)  -0.074
C (2.167, -0.327, 4.242)  -0.273
N (1.154, 0.551, 3.678)  -0.011
C (0.822, 0.618, 2.370)  -0.755
S (1.316, -0.668, 1.315)  0.651
N (0.141, 1.708, 2.040)  -0.004
N (-0.227, 1.752, 0.739)  -0.070
C (-0.761, 2.830, 0.288)  -0.301
C (-0.952, 4.073, 1.094)  -0.012
C (-1.244, 2.765, -1.112)  -0.230
C (-1.931, 3.823, -1.694)  0.010
C (-2.378, 3.702, -3.000)  -0.028
C (-2.128, 2.530, -3.692)  -0.038
C (-1.438, 1.520, -3.041)  -0.145
N (-1.009, 1.626, -1.788)  0.052
H (4.309, -0.481, 4.486)  0.079
H (3.709, 1.178, 4.478)  0.079
H (3.803, 0.266, 2.965)  0.045
H (1.945, -0.438, 5.304)  0.117
H (2.056, -1.309, 3.783)  0.069
H (0.958, 1.407, 4.178)  0.140
H (-0.371, 4.010, 2.009)  0.071
H (-2.004, 4.205, 1.361)  0.097
H (-0.643, 4.953, 0.529)  0.086
H (-2.115, 4.727, -1.134)  0.113
H (-2.915, 4.517, -3.468)  0.118
H (-2.455, 2.390, -4.712)  0.115
H (-1.221, 0.579, -3.532)  0.082
C (-0.725, -4.894, 3.317)  -0.117
C (-0.179, -3.671, 2.606)  -0.403
S (-1.456, -2.670, 1.814)  0.893
O (-2.415, -3.649, 1.178)  -0.538
C (-2.274, -2.023, 3.318)  -0.359
C (-3.771, -2.273, 3.271)  -0.118
H (0.097, -5.527, 3.649)  0.082
H (-1.358, -5.473, 2.646)  0.073
H (-1.313, -4.628, 4.195)  0.072
H (0.500, -3.942, 1.794)  0.082
H (0.363, -2.986, 3.260)  0.068
H (-2.033, -0.959, 3.336)  0.067
H (-1.821, -2.477, 4.199)  0.081
H (-4.223, -1.829, 2.385)  0.055
H (-4.241, -1.835, 4.152)  0.087
H (-3.986, -3.338, 3.250)  0.078
F (-7.026, -0.146, 2.111)  0.156
C (-6.679, 0.550, 1.017)  -0.589
F (-6.943, 1.842, 1.267)  0.156
F (-7.475, 0.158, 0.017)  0.153
C (-5.220, 0.347, 0.696)  -0.105
C (-4.818, -0.350, -0.425)  0.036
C (-3.456, -0.498, -0.651)  -0.117
N (-2.518, -0.011, 0.156)  0.059
C (-2.926, 0.640, 1.253)  -0.123
C (-4.258, 0.848, 1.560)  0.020
H (-5.536, -0.762, -1.118)  0.127
H (-3.098, -1.007, -1.535)  0.071
H (-2.154, 1.001, 1.920)  0.097
H (-4.533, 1.390, 2.454)  0.136
C (-2.788, -4.726, -4.055)  -0.066
N (-1.931, -3.613, -3.698)  -0.058
C (-1.767, -3.144, -2.452)  -0.803
N (-2.472, -3.699, -1.480)  0.152
S (-0.620, -1.882, -2.265)  0.654
H (-2.740, -4.869, -5.130)  0.093
H (-3.829, -4.526, -3.791)  0.091
H (-2.462, -5.650, -3.574)  0.095
H (-1.367, -3.172, -4.405)  0.111
H (-3.083, -4.471, -1.688)  0.104
H (-2.374, -3.478, -0.476)  0.031
C (4.208, 0.287, -5.263)  -0.198
Si (2.470, 0.220, -4.575)  0.275
C (1.631, -1.314, -5.247)  -0.221
C (1.583, 1.765, -5.163)  -0.206
As (2.326, 0.141, -2.209)  0.810
Si (3.762, -1.620, -1.490)  0.277
C (2.651, -3.081, -1.119)  -0.232
C (4.996, -2.118, -2.807)  -0.217
C (4.732, -1.115, 0.026)  -0.218
Si (3.333, 2.196, -1.553)  0.291
C (3.704, 2.203, 0.281)  -0.205
C (2.060, 3.540, -1.873)  -0.196
C (4.898, 2.578, -2.508)  -0.211
H (4.103, 0.314, -6.353)  0.043
H (4.802, -0.591, -5.021)  0.008
H (4.763, 1.175, -4.970)  0.014
H (1.482, -1.197, -6.323)  0.037
H (0.668, -1.490, -4.769)  -0.036
H (2.252, -2.198, -5.093)  0.028
H (1.498, 1.735, -6.252)  0.041
H (2.150, 2.661, -4.908)  0.024
H (0.581, 1.868, -4.749)  0.000
H (2.120, -3.411, -2.014)  0.016
H (1.903, -2.842, -0.363)  -0.025
H (3.256, -3.913, -0.749)  0.040
H (4.527, -2.483, -3.721)  0.022
H (5.604, -2.931, -2.401)  0.040
H (5.671, -1.301, -3.060)  0.026
H (4.109, -0.692, 0.812)  -0.030
H (5.521, -0.405, -0.229)  0.032
H (5.216, -2.013, 0.422)  0.043
H (2.885, 1.785, 0.868)  -0.006
H (3.846, 3.244, 0.585)  0.044
H (4.615, 1.658, 0.523)  0.020
H (1.320, 3.543, -1.072)  0.008
H (1.536, 3.432, -2.822)  0.012
H (2.556, 4.514, -1.866)  0.045
H (5.603, 1.746, -2.517)  0.029
H (5.391, 3.427, -2.026)  0.039
H (4.692, 2.865, -3.540)  0.018